The following is a quantum chemistry calculation of an isolated ion of composition C3H7BrNS and charge +1, from the OMol25 dataset.

Relative energy (zero: lowest compared OMol25 entry of this formula, charge and spin): 33.3 kcal per mole
Maximum force: 5.50 eV/A
HOMO (alpha / beta): -10.246 / -14.421 eV
Energy: -3144.9789 hartree
M: 169.1 g/mol
Charge: +1
Multiplicity: 3

```
13
C3H7BrNS | the OMol25 dataset | ωB97M-V/def2-TZVPD
C 1.371 0.849 0.218
C 0.155 -1.318 -0.373
C -0.738 0.847 0.254
N -0.925 -0.544 0.279
S 1.560 -0.809 0.647
Br -1.259 1.662 -1.405
H 1.283 1.022 -0.896
H 1.799 1.625 0.863
H 0.093 -2.318 -0.395
H 0.340 -0.915 -1.353
H -0.856 1.619 1.037
H -1.892 -0.788 -0.107
H -0.932 -0.932 1.232
```

The following is a quantum chemistry calculation of an isolated ion of composition C3H2FO4 and charge -1, from the OMol25 dataset.

Maximum force: 3.28 eV/A
HOMO: -4.809 eV
Structure (SMILES): O=C([O-])[C@H](O)C(=O)F
Energy: -516.4267 hartree
M: 121.0 g/mol
Charge: -1
Multiplicity: 1

```
10
C3H2FO4 | the OMol25 dataset | ωB97M-V/def2-TZVPD
O -2.007 0.735 -0.171
C -0.873 1.043 0.213
O -0.443 1.920 0.946
C 0.282 -0.125 -0.460
O -0.467 -1.083 -1.229
C 0.920 -0.685 0.787
O 0.650 -1.674 1.396
F 2.080 0.003 1.076
H 1.144 0.352 -1.001
H -1.287 -0.487 -1.557
```

The following is a quantum chemistry calculation of a 5-piece molecular cluster, C2H14O5 overall, from the OMol25 dataset.

Relative energy (zero: lowest compared OMol25 entry of this formula, charge and spin): 9.1 kcal per mole
Maximum force: 1.66 eV/A
HOMO: -10.363 eV
Structure (SMILES): CCO.O.O.O.O
Energy: -460.7910 hartree
M: 118.1 g/mol
Multiplicity: 1

```
21
C2H14O5 | the OMol25 dataset | ωB97M-V/def2-TZVPD
C 0.937 -1.343 2.636
C 0.678 -0.868 1.209
O -0.170 0.297 1.292
H 1.707 -0.746 3.122
H 1.149 -2.412 2.614
H 0.016 -1.240 3.207
H 1.552 -0.554 0.627
H 0.155 -1.631 0.627
H 0.327 1.102 1.201
O -2.127 1.229 -0.219
H -1.297 0.847 0.071
H -2.646 1.308 0.575
O 1.051 0.082 -2.530
H 0.166 -0.177 -2.217
H 0.962 -0.235 -3.420
O -1.530 -0.755 -2.155
H -2.262 -0.185 -1.860
H -2.023 -1.514 -2.476
O 1.117 2.225 -0.406
H 1.087 3.066 -0.831
H 1.153 1.504 -1.067
```

The following is a quantum chemistry calculation of an isolated ion of composition C4H9N2O and charge +1, from the OMol25 dataset.

Relative energy (zero: lowest compared OMol25 entry of this formula, charge and spin): 134.3 kcal per mole
Maximum force: 3.76 eV/A
HOMO (alpha / beta): -13.382 / -13.381 eV
Energy: -342.1433 hartree
M: 101.1 g/mol
Charge: +1
Multiplicity: 1

```
16
C4H9N2O | the OMol25 dataset | ωB97M-V/def2-TZVPD
C -0.303 -0.074 0.749
C -1.126 0.720 -0.093
C 2.379 0.516 -1.307
C -2.856 -0.853 -0.530
N 1.938 -0.608 -0.569
N 1.174 -0.969 0.208
O -2.227 0.441 -0.730
H 0.309 0.424 1.402
H -0.872 -0.827 1.183
H -0.722 1.753 -0.484
H 3.240 0.971 -0.702
H 1.593 1.194 -1.501
H 2.746 0.127 -2.263
H -2.222 -1.717 -0.574
H -3.636 -1.017 -1.339
H -3.305 -0.603 0.357
```

The following is a quantum chemistry calculation of a 2-piece molecular cluster, C4H15N3O overall, from the OMol25 dataset.

Relative energy (zero: lowest compared OMol25 entry of this formula, charge and spin): 40.6 kcal per mole
Maximum force: 2.02 eV/A
HOMO: -15.924 eV
Energy: -400.2888 hartree
M: 121.2 g/mol
Charge: +2
Multiplicity: 1

```
23
C4H15N3O | the OMol25 dataset | ωB97M-V/def2-TZVPD
C -0.009 -1.965 0.730
C -0.056 -0.420 0.808
C 0.557 0.403 -0.234
C 1.641 0.119 -1.002
N 2.176 0.872 -1.983
N 0.248 1.867 -0.093
N -1.077 -2.596 -0.141
H 0.943 -2.383 0.405
H -0.242 -2.242 1.751
H -1.154 -0.256 0.804
H 0.369 -0.128 1.778
H 1.985 -0.909 -1.033
H 3.070 0.558 -2.333
H 1.903 1.735 -2.419
H 0.345 2.173 -1.062
H 1.002 2.331 0.431
H -0.709 2.240 0.260
H -1.417 -3.494 0.226
H -1.903 -1.990 -0.108
H -0.800 -2.860 -1.091
H -2.017 2.769 2.033
H -2.874 1.890 1.083
O -1.982 2.287 1.193
```

The following is a quantum chemistry calculation of C23H26As2N3O2ReSbSe4 as an isolated structure, from the OMol25 dataset.

Relative energy (zero: lowest compared OMol25 entry of this formula, charge and spin): 0.0 kcal per mole
Maximum force: 3.05 eV/A
HOMO: -16.200 eV
Energy: -15601.6934 hartree
M: 1150.1 g/mol
Charge: +3
Multiplicity: 1

```
62
C23H26As2N3O2ReSbSe4 | the OMol25 dataset | ωB97M-V/def2-TZVPD
Re -1.292 0.526 -0.735
O -0.582 -5.032 -0.424
C -0.934 -4.681 0.792
C -1.041 -5.644 1.766
C -0.982 -5.278 3.081
C -1.001 -3.915 3.513
C -0.991 -2.938 2.564
C -0.947 -3.275 1.176
C -1.060 -2.252 0.198
O -1.561 -1.045 0.562
N -0.823 -2.422 -1.075
N -1.135 -1.276 -1.787
C -1.176 -1.313 -3.062
C -1.535 -0.061 -3.641
C -1.904 0.084 -4.943
C -2.434 1.264 -5.419
C -2.548 2.333 -4.534
C -2.230 2.116 -3.186
N -1.706 0.937 -2.710
H -0.749 -4.276 -0.984
H -0.966 -6.661 1.419
H -0.970 -6.094 3.789
H -0.873 -3.680 4.550
H -0.841 -1.905 2.865
H -1.054 -2.238 -3.615
H -1.696 -0.773 -5.615
H -2.718 1.400 -6.439
H -2.996 3.273 -4.821
H -2.424 2.900 -2.410
C 1.864 1.908 -2.116
As 1.193 0.540 -0.933
C 2.067 -1.042 -1.758
C 2.162 0.629 0.802
C 2.932 -0.442 1.180
C 3.545 -0.481 2.450
C 3.465 0.577 3.307
C 2.630 1.662 2.966
C 2.038 1.671 1.758
As 0.849 3.227 1.492
C 1.916 4.655 0.713
C 0.189 3.743 3.234
H 2.963 1.849 -2.175
H 1.583 2.907 -1.771
H 1.362 1.800 -3.103
H 3.170 -0.971 -1.821
H 1.816 -1.132 -2.814
H 1.802 -2.006 -1.270
H 2.985 -1.293 0.485
H 4.158 -1.357 2.732
H 4.026 0.675 4.196
H 2.556 2.526 3.602
H 2.791 4.841 1.333
H 1.279 5.562 0.534
H 2.380 4.277 -0.214
H 0.761 4.601 3.529
H 0.313 2.936 3.949
H -0.821 3.981 3.025
Se -4.305 1.941 1.793
Sb -3.684 -1.460 1.123
Se -1.072 2.895 0.076
Se -3.763 -0.076 3.136
Se -3.980 0.783 -0.316
```

What did the second record say?
The following is a quantum chemistry calculation of an isolated ion of composition C3H2FO4 and charge -1, from the OMol25 dataset.

Maximum force: 3.28 eV/A
HOMO: -4.809 eV
Structure (SMILES): O=C([O-])[C@H](O)C(=O)F
Energy: -516.4267 hartree
M: 121.0 g/mol
Charge: -1
Multiplicity: 1

```
10
C3H2FO4 | the OMol25 dataset | ωB97M-V/def2-TZVPD
O -2.007 0.735 -0.171
C -0.873 1.043 0.213
O -0.443 1.920 0.946
C 0.282 -0.125 -0.460
O -0.467 -1.083 -1.229
C 0.920 -0.685 0.787
O 0.650 -1.674 1.396
F 2.080 0.003 1.076
H 1.144 0.352 -1.001
H -1.287 -0.487 -1.557
```

- Number 3 is which compound?
  C2H14O5